# 1
{"formula": "CH3O2S", "method": "the ωB97M-V functional and the def2-TZVPD basis", "orbital_gap_ha": 0.31466, "e_above_lowest_kj_mol": 57.5, "energy_ev": -16017.185, "homo_energy_ha": -0.1745, "charge": -1, "elements": ["S", "O", "O", "C", "H", "H", "H"], "coordinates": [[0.4299, -1.3797, 1.9279], [0.8940, 0.4395, -0.4665], [-0.6567, 1.6258, -1.6193], [-0.0801, 0.5916, -1.2627], [0.3671, -0.5310, 0.6476], [-0.5815, -0.3256, -1.6833], [-0.3728, -0.4206, 2.4563]], "lowdin_charge": [0.24, -0.19, -0.10, -0.65, -0.13, 0.10, -0.27]}

---

# 2
{"formula": "C3H4N2S2", "method": "the ωB97M-V functional and the def2-TZVPD basis", "orbital_gap_ha": 0.28814, "smiles": "Cc1n[nH]sc1=S", "e_above_lowest_kj_mol": 213.4, "energy_ev": -27824.577, "homo_energy_ha": -0.3072, "charge": 0, "elements": ["S", "S", "N", "N", "C", "C", "C", "H", "H", "H", "H"], "coordinates": [[-1.5285, -2.4241, -1.5349], [-3.0336, -0.9845, 0.6562], [0.5264, -0.9219, -1.0493], [0.1533, -1.9840, -1.7898], [-1.7482, -1.1426, -0.3074], [-0.0670, 0.7043, 0.5770], [-0.4226, -0.4660, -0.3262], [-1.0547, 0.7473, 1.0961], [0.1462, 1.4945, -0.1662], [0.6808, -2.6849, -2.2815], [0.7597, 0.5679, 1.1546]], "lowdin_charge": [0.95, 0.63, 0.03, -0.33, -1.08, -0.02, -0.45, 0.05, 0.09, 0.09, 0.04]}

---

# 3
{"formula": "C2HCl3S", "method": "the ωB97M-V functional and the def2-TZVPD basis", "orbital_gap_ha": [0.21638, 0.21602], "e_above_lowest_kj_mol": 352.6, "energy_ev": -50488.029, "homo_energy_ha": [-0.3184, -0.3184], "charge": 0, "elements": ["Cl", "Cl", "Cl", "S", "C", "C", "H"], "coordinates": [[2.9722, -0.6540, -0.4212], [-3.5754, 1.2742, -0.5532], [-0.4003, -2.1390, 0.5446], [-1.8684, 1.3230, 0.4377], [1.3260, -0.0414, -0.1772], [0.2703, -0.7295, 0.1868], [1.2755, 0.9667, -0.0174]], "lowdin_charge": [0.58, -0.05, 0.78, 0.00, -0.61, -0.73, 0.02]}

---

# 4
{"formula": "C5H8O", "method": "the ωB97M-V functional and the def2-TZVPD basis", "orbital_gap_ha": 0.34997, "e_above_lowest_kj_mol": 454.0, "energy_ev": -7357.550, "homo_energy_ha": -0.3123, "charge": 0, "elements": ["O", "C", "C", "C", "C", "C", "H", "H", "H", "H", "H", "H", "H", "H"], "coordinates": [[-0.1579, 1.1761, 0.8426], [1.1041, 1.0241, 0.2171], [0.5566, 0.3029, -1.0088], [-1.6757, -0.6536, 0.0527], [-0.7880, 0.5162, -0.2890], [1.5604, -0.3518, 0.3058], [-2.4888, -0.3482, 0.7175], [-1.3662, 1.2851, -0.8246], [1.1582, -1.0000, 1.0721], [1.7870, 1.8650, 0.2673], [-2.1143, -1.0562, -0.8673], [-1.1082, -1.4488, 0.5451], [1.0037, -0.7812, -0.9768], [2.5776, -0.5442, -0.0352]], "lowdin_charge": [-0.06, -0.34, -0.02, -0.04, -0.38, -0.04, 0.08, 0.15, 0.11, 0.14, 0.09, 0.07, 0.11, 0.12]}

---

# 5
{"formula": "C16H24N3", "method": "the ωB97M-V functional and the def2-TZVPD basis", "orbital_gap_ha": 0.29700, "e_above_lowest_kj_mol": 396.4, "energy_ev": -21442.726, "homo_energy_ha": -0.4285, "charge": 1, "elements": ["N", "N", "N", "C", "C", "C", "C", "C", "C", "C", "C", "C", "C", "C", "C", "C", "C", "C", "C", "H", "H", "H", "H", "H", "H", "H", "H", "H", "H", "H", "H", "H", "H", "H", "H", "H", "H", "H", "H", "H", "H", "H", "H"], "coordinates": [[0.8658, -0.1286, 2.0103], [0.6254, -0.6890, -2.5193], [2.1026, 1.2525, 0.9484], [1.1600, 0.3039, 0.7846], [-0.9041, 1.0214, -1.6748], [2.4861, 1.2913, 2.2886], [-3.0608, -0.0880, -3.1012], [-0.3254, -0.8611, 2.4011], [0.1108, -2.2797, 2.7578], [-0.8649, -0.2401, 3.6800], [-0.6960, -0.0954, -2.4957], [-1.7648, -0.6094, -3.2680], [-2.1518, 1.6625, -1.6479], [2.4771, 2.2688, -0.0056], [-3.2365, 1.0687, -2.3206], [1.2399, -0.8819, -3.8705], [1.2487, -0.9087, -1.3800], [-1.3264, -0.7177, 1.2598], [1.7636, 0.3638, 2.9277], [2.3936, 3.2192, 0.5302], [-0.7617, -2.8831, 3.0335], [-0.0968, 1.2919, -0.9780], [0.7089, -0.2550, -4.6017], [-0.1176, -0.2655, 4.4806], [0.7633, -2.2403, 3.6440], [3.0691, 2.0856, 2.6926], [3.4943, 2.1891, -0.4091], [-1.7149, 0.3180, 1.2354], [1.7799, 2.2520, -0.8465], [-3.9279, -0.5665, -3.5818], [-1.2177, 0.7815, 3.5042], [-1.5991, -1.4885, -3.8989], [0.6184, -2.8048, 1.9374], [1.1613, -1.9247, -4.2041], [-4.2252, 1.5297, -2.2500], [0.7176, -0.7116, -0.3987], [2.2915, -1.2368, -1.3573], [-2.2650, 2.6045, -1.0903], [-1.7246, -0.8334, 4.0035], [2.2811, -0.5427, -3.8679], [1.7172, 0.1161, 3.9643], [-2.1856, -1.3827, 1.4036], [-0.9094, -0.9853, 0.2800]], "lowdin_charge": [-0.04, -0.09, -0.12, -0.11, -0.04, -0.03, -0.05, -0.57, -0.02, -0.03, -0.22, -0.01, -0.05, -0.02, -0.06, 0.01, 0.15, -0.02, -0.04, 0.10, 0.09, 0.08, 0.10, 0.08, 0.09, 0.12, 0.10, 0.10, 0.08, 0.12, 0.10, 0.12, 0.09, 0.11, 0.11, 0.01, 0.13, 0.12, 0.10, 0.10, 0.12, 0.10, 0.06]}

---

# 6
{"formula": "C4H12", "method": "the ωB97M-V functional and the def2-TZVPD basis", "orbital_gap_ha": 0.45605, "smiles": "CC.CC", "e_above_lowest_kj_mol": 85.7, "energy_ev": -4341.640, "homo_energy_ha": -0.4134, "charge": 0, "elements": ["C", "C", "C", "C", "H", "H", "H", "H", "H", "H", "H", "H", "H", "H", "H", "H"], "coordinates": [[-1.6925, -1.6757, 1.2312], [0.6627, 1.3809, -1.5845], [-0.8797, -0.4555, 1.3713], [1.8444, 0.6813, -0.9502], [0.8766, 2.5626, -1.4965], [0.1478, -0.5054, 0.9280], [1.7924, -0.5225, -1.0627], [1.9172, 0.9260, 0.0927], [-1.3765, 0.5045, 0.9341], [-0.6347, -0.1778, 2.4349], [2.7290, 1.0179, -1.4184], [-0.3235, 1.1391, -1.1964], [-2.7968, -1.4686, 1.2294], [-1.4766, -2.2613, 0.2973], [0.6140, 1.2747, -2.6935], [-1.4039, -2.4200, 1.8831]], "lowdin_charge": [-0.20, -0.20, -0.21, -0.21, 0.11, 0.05, 0.12, 0.04, 0.09, 0.08, 0.03, 0.03, 0.09, 0.08, 0.06, 0.03]}

---

# 7
{"formula": "C19H23BCl3N5PdS2Te", "method": "the ωB97M-V functional and the def2-TZVPD basis", "orbital_gap_ha": [0.22478, 0.22482], "e_above_lowest_kj_mol": 0.0, "energy_ev": -98215.794, "homo_energy_ha": [-0.2643, -0.2643], "charge": 0, "elements": ["Te", "Pd", "Cl", "Cl", "Cl", "S", "S", "N", "N", "N", "N", "N", "C", "C", "C", "C", "C", "C", "C", "C", "C", "C", "C", "C", "C", "C", "C", "C", "C", "C", "C", "B", "H", "H", "H", "H", "H", "H", "H", "H", "H", "H", "H", "H", "H", "H", "H", "H", "H", "H", "H", "H", "H", "H", "H"], "coordinates": [[2.4369, 1.3808, 0.2116], [0.5831, -0.3216, 0.1896], [-0.6711, -1.2946, 6.1784], [-2.1698, 0.0848, 4.1075], [-1.9325, -2.8086, 4.0430], [1.9782, -1.7189, -0.7772], [-1.8324, -0.7835, 0.6554], [-1.5885, -0.9562, -2.0689], [-1.1259, -2.8405, -1.0735], [1.0204, -1.0303, 3.0070], [2.5839, -3.0926, 1.4920], [0.6217, -3.6553, 0.7198], [2.0744, -4.0298, 2.3509], [0.6551, 2.7865, -1.8482], [-0.3636, 3.6298, -2.2782], [1.4216, 2.0046, -2.8790], [-1.3439, -1.8835, -3.0597], [-1.4496, -1.5495, -0.8600], [-2.2295, 5.2688, -1.8786], [-1.0475, -3.0429, -2.4350], [0.0891, -1.1746, 3.6589], [-0.9282, 4.1680, -0.0278], [0.0825, 3.3385, 0.4505], [3.8087, -2.3405, 1.6911], [0.2517, 3.2079, 1.9410], [-1.9776, 0.4255, -2.2718], [-1.1273, -1.2964, 4.4663], [-1.1585, 4.3363, -1.3846], [0.8564, -4.3725, 1.8650], [1.6886, -2.8744, 0.5044], [0.8946, 2.6567, -0.4691], [-0.7527, -3.9389, -0.0516], [-3.0538, 0.5426, -2.1441], [-0.5952, 3.6632, 2.4539], [-0.7805, -4.0035, -2.8346], [-1.5801, -4.0337, 0.8175], [-2.5900, 4.9688, -2.8624], [2.6036, -4.3426, 3.2327], [-1.5573, 4.6890, 0.6859], [-1.4666, 1.0597, -1.5477], [4.3838, -2.8302, 2.4726], [4.3826, -2.3103, 0.7691], [-1.6872, 0.7215, -3.2777], [1.3444, 0.9313, -2.6885], [0.3237, 2.1641, 2.2512], [-0.5462, 3.7300, -3.3431], [3.5618, -1.3238, 1.9995], [-3.0789, 5.2982, -1.1961], [1.1645, 3.7003, 2.2821], [2.4854, 2.2446, -2.8640], [0.1253, -5.0646, 2.2420], [1.0318, 2.2102, -3.8759], [-0.6055, -4.9617, -0.6737], [-1.3690, -1.6235, -4.1023], [-1.8444, 6.2874, -1.9653]], "lowdin_charge": [0.96, 0.11, 0.62, 0.61, 0.63, 0.59, 0.56, -0.13, -0.03, 0.21, -0.13, 0.02, -0.05, -0.34, -0.04, -0.10, -0.04, -0.78, -0.05, -0.07, -0.40, -0.02, -0.32, -0.04, -0.10, -0.03, -1.61, -0.27, -0.07, -0.66, -0.54, -0.43, 0.10, 0.07, 0.12, 0.07, 0.07, 0.12, 0.12, 0.05, 0.09, 0.08, 0.09, 0.05, 0.03, 0.12, 0.06, 0.08, 0.08, 0.07, 0.12, 0.07, 0.08, 0.12, 0.08]}

---

# 8
{"formula": "C8H15BrN3O", "method": "the ωB97M-V functional and the def2-TZVPD basis", "orbital_gap_ha": 0.35659, "smiles": "CN(C)C1=N[N+](C)(C)C/C(=C/Br)O1", "e_above_lowest_kj_mol": 362.4, "energy_ev": -85089.004, "homo_energy_ha": -0.4632, "charge": 1, "elements": ["Br", "O", "N", "N", "N", "C", "C", "C", "C", "C", "C", "C", "C", "H", "H", "H", "H", "H", "H", "H", "H", "H", "H", "H", "H", "H", "H", "H"], "coordinates": [[4.2014, 0.1515, 0.0054], [1.3899, 0.5240, -0.0438], [-1.0895, 0.0077, -0.0219], [-0.0577, 2.1940, 0.3480], [-0.8057, -1.4027, -0.0844], [0.4819, -1.6337, -0.8137], [-1.3254, 2.8053, 0.4884], [-1.9768, -2.1846, -0.6432], [0.9752, 3.0383, -0.1558], [2.9113, -1.1783, -0.4220], [1.6072, -0.8277, -0.3456], [0.1760, 0.8762, 0.1565], [-0.6935, -1.8772, 1.3147], [-1.8051, -3.2581, -0.3740], [-1.5395, -1.3694, 1.8350], [1.8909, 2.9817, 0.3638], [0.9146, 2.7427, -1.2834], [3.2544, -2.1389, -0.4604], [0.1789, -1.4780, 1.7972], [-2.0414, 2.1905, 1.1153], [-1.9121, 3.0366, -0.3629], [-1.9163, -2.0906, -1.7410], [-1.0901, 3.6883, 1.1175], [0.5985, 4.0868, -0.0877], [-2.7401, -1.6544, -0.2559], [0.6705, -2.7143, -0.7770], [0.3428, -1.4970, -1.9384], [-0.6002, -3.0187, 1.2692]], "lowdin_charge": [0.80, 0.02, 0.13, -0.16, -0.41, -0.07, -0.06, 0.05, -0.02, -0.41, -0.32, -0.26, 0.00, 0.13, 0.13, 0.08, 0.15, 0.04, 0.09, 0.11, 0.09, 0.12, 0.11, 0.11, 0.06, 0.15, 0.18, 0.13]}

---

Calculated values (hartree/bohr) of max |F| for the records, taken in order: 0.03579 0.09780 0.05188 0.02506 0.05889 0.07169 0.01904 0.15229.